{"formula": "C24H41ClN2OSi4TeTi", "method": "the ωB97M-V functional and the def2-TZVPD basis", "total_charge": 1, "e_homo_ev": [-10.35, -10.36], "orbital_gap_ha": [0.258, 0.251], "lumo_energy_ev": [-3.34, -3.53], "multiplicity": 2, "max_force_ev_per_a": 0.4, "de_lowest_kj_mol": 2.5, "elements": ["Ti", "N", "C", "C", "C", "C", "C", "C", "C", "H", "H", "H", "H", "C", "C", "C", "O", "H", "H", "H", "H", "H", "H", "Cl", "C", "C", "C", "C", "N", "C", "H", "H", "H", "H", "C", "Si", "C", "C", "Si", "Te", "Si", "C", "C", "C", "Si", "C", "C", "C", "H", "H", "H", "H", "H", "H", "H", "H", "H", "H", "H", "H", "H", "H", "H", "H", "H", "H", "H", "H", "H", "H", "H", "H", "H", "H", "H"], "xyz": [[1.9832, 0.3708, -0.1231], [1.6126, 0.4012, 7.3086], [1.7003, 0.4116, 6.1635], [1.8093, 0.4231, 4.7279], [2.0332, -0.7712, 4.0454], [2.1299, -0.7557, 2.6638], [2.0002, 0.4340, 1.9360], [1.7819, 1.6180, 2.6502], [1.6872, 1.6234, 4.0334], [2.1234, -1.6960, 4.5993], [2.2877, -1.6996, 2.1504], [1.6591, 2.5645, 2.1311], [1.5114, 2.5416, 4.5776], [5.6581, -1.7948, -0.0289], [4.4897, -1.4504, -0.8794], [4.2252, -2.2202, -2.1223], [3.7294, -0.5393, -0.5395], [5.6996, -2.8757, 0.1172], [5.6207, -1.2715, 0.9221], [6.5697, -1.5260, -0.5705], [5.1461, -2.5842, -2.5734], [3.6305, -1.6393, -2.8231], [3.6325, -3.0947, -1.8291], [1.2070, 4.9394, -3.5038], [2.1431, 4.1980, -2.2696], [3.1651, 4.8837, -1.6338], [3.8863, 4.2372, -0.6438], [3.5635, 2.9307, -0.3301], [2.5590, 2.2808, -0.9351], [1.8576, 2.8983, -1.8937], [3.3866, 5.9055, -1.9118], [4.6919, 4.7356, -0.1248], [4.1024, 2.3855, 0.4360], [1.0488, 2.3465, -2.3563], [-2.7866, -3.8858, -1.9915], [-3.1627, -2.0701, -2.2515], [-2.6305, -1.5512, -3.9712], [-4.9935, -1.7371, -2.0198], [-1.9454, -0.8248, -0.6659], [0.4339, -1.3059, -1.4299], [-2.2016, -1.5384, 1.5608], [-1.1298, -3.0497, 1.8367], [-4.0119, -1.9495, 1.8156], [-1.6911, -0.1889, 2.7594], [-2.1238, 1.4879, -0.9388], [-1.7861, 1.9929, -2.7140], [-0.8014, 2.2541, 0.1823], [-3.8032, 2.1074, -0.3841], [-3.3337, -4.4920, -2.7179], [-3.0796, -4.2179, -0.9927], [-1.7215, -4.0921, -2.1173], [-3.0773, -2.2146, -4.7162], [-1.5458, -1.5980, -4.0876], [-2.9528, -0.5332, -4.1983], [-5.5633, -2.2358, -2.8084], [-5.2250, -0.6711, -2.0704], [-5.3552, -2.1123, -1.0611], [-1.4210, -3.8766, 1.1855], [-1.2109, -3.3928, 2.8715], [-0.0811, -2.8204, 1.6340], [-4.3364, -2.7905, 1.2004], [-4.6569, -1.0975, 1.5892], [-4.1764, -2.2215, 2.8620], [-0.6607, 0.1317, 2.5975], [-1.7639, -0.5684, 3.7827], [-2.3390, 0.6877, 2.6837], [-0.9424, 1.4473, -3.1436], [-1.5812, 3.0659, -2.7762], [-2.6543, 1.7885, -3.3435], [0.0581, 1.5722, 0.2346], [-1.1474, 2.3488, 1.2127], [-0.4556, 3.2303, -0.1636], [-4.5962, 1.6748, -0.9981], [-3.8732, 3.1944, -0.4731], [-4.0058, 1.8415, 0.6556]], "forces_ev_per_a": [[0.19, -0.24, -0.23], [0.00, 0.00, -0.01], [-0.01, 0.01, -0.01], [0.00, -0.03, 0.05], [0.00, 0.01, -0.02], [-0.02, 0.00, -0.02], [-0.05, 0.06, 0.24], [0.00, 0.02, 0.05], [0.01, -0.02, -0.03], [0.00, 0.00, 0.01], [0.01, 0.00, 0.00], [0.01, -0.01, -0.02], [0.00, 0.00, 0.00], [0.02, -0.01, -0.06], [-0.02, 0.01, -0.05], [-0.02, -0.02, 0.05], [-0.10, 0.07, 0.11], [-0.01, 0.01, 0.02], [0.01, -0.01, 0.01], [0.00, 0.01, 0.02], [0.00, 0.01, -0.01], [0.01, 0.00, -0.02], [0.00, 0.00, -0.01], [0.00, 0.01, -0.01], [-0.05, -0.04, -0.04], [0.05, 0.09, 0.01], [-0.01, -0.10, -0.04], [-0.01, 0.07, 0.03], [0.01, 0.04, -0.05], [0.04, 0.03, 0.04], [-0.01, -0.01, 0.00], [0.00, 0.00, 0.00], [0.00, 0.00, 0.00], [-0.01, -0.01, -0.01], [0.00, -0.02, 0.03], [-0.01, 0.04, 0.04], [0.00, 0.02, -0.01], [-0.01, -0.02, -0.01], [-0.02, -0.01, -0.06], [0.09, 0.00, -0.08], [0.02, -0.03, -0.07], [0.00, -0.03, 0.01], [-0.01, 0.00, 0.10], [-0.03, 0.01, 0.02], [-0.07, -0.02, 0.11], [-0.01, 0.03, -0.01], [-0.01, -0.05, 0.01], [-0.01, 0.02, -0.07], [0.01, 0.00, 0.00], [0.00, 0.00, -0.01], [0.00, 0.01, 0.00], [0.00, 0.00, 0.01], [-0.01, 0.00, -0.01], [0.01, 0.00, 0.00], [0.00, 0.00, 0.01], [0.02, 0.00, -0.02], [0.01, 0.00, 0.01], [0.00, 0.02, -0.01], [-0.01, 0.01, 0.00], [-0.01, 0.00, 0.00], [0.03, 0.00, -0.02], [0.01, 0.00, 0.00], [-0.04, 0.00, -0.02], [0.02, 0.00, 0.00], [0.00, 0.02, 0.00], [0.00, -0.02, 0.00], [0.00, -0.01, 0.01], [0.00, -0.01, -0.02], [0.00, 0.00, 0.01], [0.01, 0.08, 0.02], [-0.03, 0.01, -0.01], [0.02, 0.00, 0.01], [0.00, 0.01, 0.01], [0.00, -0.01, 0.01], [0.02, 0.00, 0.00]], "mulliken_charge": [0.144, -0.455, -0.224, 0.503, -0.864, -0.233, 0.977, -0.043, -0.916, 0.480, 0.405, 0.338, 0.487, -1.220, 0.851, -1.157, -0.362, 0.380, 0.331, 0.364, 0.412, 0.302, 0.321, -0.168, -0.002, -0.169, -0.955, -0.209, 0.117, -0.397, 0.465, 0.434, 0.520, 0.479, -1.012, 0.534, -1.006, -1.036, -0.033, -0.676, 0.302, -0.852, -1.073, -0.395, 0.101, -1.132, 0.281, -1.065, 0.390, 0.275, 0.306, 0.394, 0.271, 0.263, 0.401, 0.291, 0.285, 0.300, 0.383, 0.105, 0.264, 0.327, 0.386, -0.302, 0.422, 0.334, 0.353, 0.379, 0.331, -1.104, 0.441, 0.644, 0.295, 0.394, 0.294]}



{"formula": "C3H5NO2", "method": "the ωB97M-V functional and the def2-TZVPD basis", "e_homo_ev": -11.20, "orbital_gap_ha": 0.378, "lumo_energy_ev": -0.92, "multiplicity": 1, "max_force_ev_per_a": 3.6, "de_lowest_kj_mol": 313.8, "elements": ["O", "C", "C", "O", "C", "N", "H", "H", "H", "H", "H"], "xyz": [[1.5288, 0.6132, -0.0658], [0.6070, -0.3527, -0.4637], [-0.7405, 0.3130, -0.3801], [-0.8146, 1.5068, -0.1899], [-1.9032, -0.4859, -0.7421], [-2.7572, -1.1424, -1.1621], [1.2538, 0.0819, 1.8212], [0.7447, -0.6164, -1.5217], [0.6133, -1.3059, 0.0987], [0.4348, 0.0079, 2.1497], [0.9736, 1.4333, -0.0292]], "forces_ev_per_a": [[0.11, 0.11, -0.47], [-0.12, 0.09, -0.17], [0.03, 0.53, -0.45], [-0.39, -0.57, 0.15], [-1.09, -0.76, -0.50], [0.76, 0.58, 0.51], [-3.23, -0.24, 1.54], [-0.04, -0.09, -0.03], [0.19, 0.56, 0.06], [3.02, 0.13, -0.78], [0.76, -0.36, 0.14]], "mulliken_charge": [-0.547, -0.704, 0.865, -0.532, 0.003, -0.302, -0.010, 0.363, 0.391, 0.056, 0.417]}



{"formula": "C5H10O2", "method": "the ωB97M-V functional and the def2-TZVPD basis", "e_homo_ev": -9.53, "orbital_gap_ha": 0.386, "lumo_energy_ev": 0.97, "multiplicity": 1, "max_force_ev_per_a": 0.4, "de_lowest_kj_mol": 281.4, "smiles": "CO[C@H]1CO[C@H]1C", "elements": ["C", "O", "C", "C", "O", "C", "C", "H", "H", "H", "H", "H", "H", "H", "H", "H", "H"], "xyz": [[1.6773, 1.3955, 0.0387], [0.7592, 0.7945, -0.8412], [0.3456, -0.5405, -0.7506], [0.4958, -1.4366, 0.5002], [-0.9086, -1.6966, 0.5299], [-1.1724, -0.7093, -0.4881], [-1.8412, 0.5418, 0.0662], [1.9377, 0.7642, 0.8923], [2.5936, 1.6663, -0.4977], [1.2347, 2.3154, 0.4414], [0.6851, -1.0758, -1.6475], [0.8330, -0.9618, 1.4303], [1.0676, -2.3599, 0.3447], [-1.7400, -1.1590, -1.3153], [-2.5604, 0.9531, -0.6491], [-2.3481, 0.2761, 0.9981], [-1.0908, 1.3179, 0.2723]], "forces_ev_per_a": [[0.15, 0.02, 0.30], [0.08, 0.05, -0.25], [-0.04, -0.32, -0.03], [0.40, -0.01, 0.17], [-0.10, -0.05, 0.05], [-0.11, 0.23, -0.30], [0.02, 0.00, -0.03], [0.01, -0.05, -0.12], [-0.08, -0.11, 0.05], [0.02, -0.12, -0.10], [-0.09, 0.17, 0.13], [-0.02, 0.04, -0.18], [-0.01, 0.20, 0.03], [0.08, 0.13, 0.23], [0.07, -0.03, 0.18], [-0.08, 0.07, -0.17], [-0.33, -0.24, 0.02]], "mulliken_charge": [-0.672, -0.372, -0.024, -0.496, -0.461, 0.312, -1.114, 0.285, 0.250, 0.244, 0.351, 0.283, 0.248, 0.357, 0.300, 0.303, 0.206]}



{"formula": "C9H11F3N2O", "method": "the ωB97M-V functional and the def2-TZVPD basis", "e_homo_ev": [-8.99, -8.99], "orbital_gap_ha": [0.344, 0.344], "lumo_energy_ev": [0.38, 0.38], "multiplicity": 1, "max_force_ev_per_a": 5.7, "elements": ["C", "C", "C", "C", "C", "C", "C", "C", "C", "N", "N", "O", "F", "F", "F", "H", "H", "H", "H", "H", "H", "H", "H", "H", "H", "H"], "xyz": [[2.1135, -1.2710, 1.0600], [2.8057, -0.8759, 0.0064], [2.5897, 0.4718, -0.6371], [1.0948, -0.4159, 1.8371], [-0.6418, -0.7178, -0.6307], [-1.1842, 1.5671, -0.3486], [-2.1266, -1.1065, -0.9152], [-2.6529, 1.1246, -0.6874], [0.4289, 0.5865, 1.0249], [1.7689, 1.3397, -0.2967], [-0.6485, 0.3401, 0.2744], [-2.7789, -0.0008, -1.4826], [3.7067, -1.7617, -0.4952], [3.4486, 0.6285, -1.6887], [0.4559, 1.8070, 1.6936], [2.3587, -2.3529, 1.3200], [0.4494, -1.1973, 2.3636], [1.7710, -0.0426, 2.6752], [-0.1299, -1.5467, -0.1824], [-0.0117, -0.5677, -1.5474], [-0.6269, 1.9123, -1.2805], [-1.0516, 2.4405, 0.3873], [-2.2130, -2.0107, -1.4709], [-2.5502, -1.3609, 0.1600], [-3.1673, 1.0225, 0.1811], [-3.2083, 1.9877, -1.3204]], "forces_ev_per_a": [[0.01, -1.44, -0.02], [-0.32, 0.30, 0.00], [0.18, -0.63, 0.24], [2.51, -3.64, 1.77], [-0.25, -2.77, -1.62], [-0.87, 0.95, -0.50], [0.91, 0.60, 3.06], [0.54, 4.46, -3.51], [2.95, 3.48, -0.53], [-0.86, -1.67, 0.87], [0.49, 3.24, 0.56], [0.16, -1.24, -0.63], [-0.29, 0.83, -0.28], [-0.01, 0.21, 0.15], [-1.09, -1.53, -0.27], [-0.64, 1.64, 0.23], [0.11, 1.40, -0.83], [-1.36, 0.45, -1.05], [-0.01, -0.77, 0.45], [-0.80, 0.56, 0.45], [-0.43, -0.96, 1.09], [-0.92, -1.47, -1.16], [-0.20, -0.28, -0.97], [0.44, 0.56, -1.86], [-1.63, -0.48, 2.86], [1.36, -1.80, 1.52]], "mulliken_charge": [-0.494, 0.546, 0.480, -0.764, -0.515, -0.670, -0.789, -0.626, 0.695, -0.669, 0.251, -0.334, -0.326, -0.280, -0.326, 0.307, 0.300, 0.288, 0.537, 0.227, 0.301, 0.411, 0.431, 0.295, 0.452, 0.272]}



Calculated values (hartree) of electronic energy for the records, taken in order: -3859.43646, -322.45483, -346.91826, -833.75009.